## one
21
Properties=species:S:1:pos:R:3 method="wB97M-V/def2-TZVPD" e_homo_ha="-0.2713 / -0.2714" total_charge=0 orbital_gap_ha="0.2772 / 0.2774" lumo_ev="0.16 / 0.16"
C -0.634 -1.606 -0.181
C 0.755 -1.424 -0.120
C -0.947 1.209 -1.738
C 1.060 0.797 1.587
C -0.670 0.965 -0.275
C 0.839 0.562 0.099
N -1.426 -1.809 0.899
N 1.636 1.161 -0.766
O -1.502 1.169 0.583
H -1.152 -1.586 -1.130
H -2.372 -1.461 0.860
H -0.995 -1.704 1.806
H 2.535 0.701 -0.894
H 1.290 -1.623 -1.038
H 1.270 -1.828 0.746
H -0.741 2.254 -1.962
H -0.294 0.609 -2.368
H -1.995 0.998 -1.949
H 2.048 0.430 1.871
H 0.280 0.322 2.179
H 1.016 1.865 1.791

=====

## two
21
Properties=species:S:1:pos:R:3 method="wB97M-V/def2-TZVPD" e_homo_ha="-0.2327 / -0.2327" total_charge=0 orbital_gap_ha="0.2617 / 0.2617" lumo_ev="0.79 / 0.79"
C 0.823 -0.196 2.035
C 1.924 -0.611 -0.212
C 0.114 1.151 0.016
C -0.758 -0.006 -0.704
C 0.827 0.084 0.547
N -0.635 1.974 0.856
N -1.981 -0.294 -0.076
C -0.509 -0.493 -1.936
O -1.489 -1.218 -2.599
H -1.243 -1.301 -3.525
H -0.471 1.962 1.855
H -1.196 2.689 0.425
H -2.371 0.497 0.416
H -2.651 -0.700 -0.712
H 0.423 -0.334 -2.453
H 1.374 0.584 2.566
H 1.599 -1.584 -0.583
H 1.322 -1.139 2.260
H -0.195 -0.243 2.418
H 2.313 -0.014 -1.036
H 2.779 -0.808 0.444

=====

So which one is most stable? That would be one, about 12.4 kcal/mol below the next structure.

=====

## one
23
Properties=species:S:1:pos:R:3 method="wB97M-V/def2-TZVPD" e_homo_ha=-0.3130 total_charge=0 smiles="NC1(CO)CC1.CC(=O)O" orbital_gap_ha=0.3359 lumo_ev=0.63
N 0.422 -0.542 -0.132
C 1.034 0.761 -0.127
C 0.822 1.534 1.149
O 1.440 0.834 2.217
C 2.322 0.989 -0.881
C 1.017 1.530 -1.413
H 0.858 -1.203 -0.765
H 0.249 -1.073 0.969
H 1.250 2.545 1.048
H -0.261 1.627 1.333
H 0.927 0.949 3.021
H 3.046 1.693 -0.467
H 2.760 0.130 -1.392
H 0.573 1.036 -2.279
H 0.845 2.607 -1.371
C -2.297 -2.269 -0.899
C -2.006 -1.063 -0.047
O -2.682 -0.052 -0.133
O -1.482 -1.520 1.425
H -2.576 -1.947 -1.907
H -1.430 -2.939 -0.929
H -3.133 -2.825 -0.452
H -1.699 -0.801 2.031

=====

## two
23
Properties=species:S:1:pos:R:3 method="wB97M-V/def2-TZVPD" e_homo_ha=-0.3662 total_charge=0 orbital_gap_ha=0.3887 lumo_ev=0.61
H 1.951 -1.315 -0.621
N 1.504 -0.348 -1.231
C 1.167 0.299 -0.221
O 1.638 -0.773 0.922
C 0.305 1.452 0.146
C -1.118 1.418 -0.405
O -1.637 2.731 -0.259
C -1.997 0.388 0.298
C -3.360 0.195 -0.364
C -4.048 -1.079 0.095
O -4.198 1.338 -0.161
H 1.009 -0.641 1.644
H 0.803 2.360 -0.230
H 0.278 1.530 1.245
H -1.067 1.163 -1.478
H -2.604 2.650 -0.253
H -2.137 0.687 1.351
H -1.471 -0.578 0.296
H -3.214 0.154 -1.455
H -5.050 -1.160 -0.349
H -3.461 -1.957 -0.206
H -4.146 -1.094 1.191
H -4.437 1.390 0.771

=====

So which one is most stable? That would be two, about 10.6 kcal/mol below the next structure.

=====

## one
10
Properties=species:S:1:pos:R:3 method="wB97M-V/def2-TZVPD" e_homo_ha=-0.2725 total_charge=0 orbital_gap_ha=0.2752 lumo_ev=0.07
C 0.059 1.981 -0.547
N -0.547 -2.012 0.698
P -0.191 -0.921 -0.429
S -0.552 0.797 0.706
H -0.013 2.989 0.020
H -0.570 1.694 -1.412
H 1.048 1.882 -0.646
H -0.932 -1.759 1.602
H -0.253 -3.024 0.526
H 1.952 -1.629 -0.517

=====

## two
10
Properties=species:S:1:pos:R:3 method="wB97M-V/def2-TZVPD" e_homo_ha=-0.3146 total_charge=0 smiles="C[P@@H](N)=S" orbital_gap_ha=0.3412 lumo_ev=0.72
C -0.624 -0.752 0.888
P 0.638 -0.056 -0.200
N -0.034 1.281 -0.845
S 2.446 0.208 0.414
H -0.265 -1.586 1.505
H -0.857 0.204 1.486
H -1.545 -1.031 0.476
H 0.728 -0.977 -1.210
H -1.036 0.924 -1.075
H 0.550 1.785 -1.438

=====

## three
10
Properties=species:S:1:pos:R:3 method="wB97M-V/def2-TZVPD" e_homo_ha=-0.2887 total_charge=0 smiles="C[S@@H](=N)=P" orbital_gap_ha=0.3011 lumo_ev=0.34
C -0.878 -0.765 0.620
S 0.418 0.206 -0.183
N 0.090 -0.577 -1.473
P 0.544 2.285 -0.212
H -1.719 -0.165 0.940
H -0.516 -1.417 1.402
H -0.959 -1.193 -0.404
H 1.553 -0.346 0.497
H 0.556 -0.233 -2.308
H 0.912 2.204 1.119

=====

So which one is most stable? That would be two, about 73.7 kcal/mol below the next structure.

=====

## one
11
Properties=species:S:1:pos:R:3 method="wB97M-V/def2-TZVPD" e_homo_ha="-0.5305 / -0.5305" total_charge=+1 orbital_gap_ha="0.3114 / 0.3113" lumo_ev="-5.96 / -5.96"
C 1.118 0.892 0.661
C -1.675 -0.519 0.119
C 0.634 -0.307 -0.048
C 1.752 -0.572 -0.924
N 1.609 0.740 -0.622
N -0.648 -0.660 -0.565
H 0.360 1.764 0.495
H 1.826 0.751 1.481
H -2.668 -0.946 -0.301
H -1.615 -0.003 1.092
H -0.693 -1.142 -1.388

=====

## two
11
Properties=species:S:1:pos:R:3 method="wB97M-V/def2-TZVPD" e_homo_ha=-0.5263 total_charge=+1 smiles="[NH2+]=C=C[C@H]1C=N1" orbital_gap_ha=0.3436 lumo_ev=-4.97
N -1.466 -1.695 0.182
C -0.652 -0.750 0.273
C 0.061 0.204 0.735
C 0.824 1.317 0.175
C 1.218 1.046 -1.224
N 0.409 2.029 -1.131
H -1.158 -2.655 -0.123
H -2.485 -1.758 0.296
H 0.264 -0.027 1.748
H 1.254 1.871 0.904
H 1.730 0.417 -1.834

=====

So which one is most stable? That would be two, about 49.9 kcal/mol below the next structure.

=====

## one
16
Properties=species:S:1:pos:R:3 method="wB97M-V/def2-TZVPD" e_homo_ha=-0.5446 total_charge=+1 orbital_gap_ha=0.3411 lumo_ev=-5.54
H -0.845 -1.118 -2.836
N -0.533 -0.533 -2.170
C -0.482 -0.919 -0.981
C -0.532 -2.267 -0.261
C 0.221 -1.833 0.958
N 0.346 -0.538 1.177
C 0.020 0.106 0.067
N 0.241 1.360 -0.175
C 0.467 2.421 0.768
H 0.000 -3.097 -0.807
H -1.588 -2.747 -0.164
H 0.742 -2.375 1.675
H 0.132 1.542 -1.187
H 1.028 3.239 0.150
H 0.994 2.115 1.607
H -0.432 2.801 1.202

=====

## two
16
Properties=species:S:1:pos:R:3 method="wB97M-V/def2-TZVPD" e_homo_ha=-0.4752 total_charge=+1 orbital_gap_ha=0.3218 lumo_ev=-4.17
C 1.707 1.551 0.320
C 1.854 0.209 -0.084
C -0.319 0.622 0.201
C -2.710 0.406 0.031
C 0.647 -1.766 -0.226
N -3.172 -0.552 -0.413
N 0.368 1.758 0.400
N 0.633 -0.327 -0.074
H 2.520 2.280 0.581
H 2.797 -0.122 -0.367
H -3.175 1.382 0.305
H 0.116 -2.236 0.538
H 0.062 -2.044 -1.151
H 1.610 -2.121 -0.233
H -2.943 -1.569 -0.679
H 0.004 2.528 0.850

=====

## three
16
Properties=species:S:1:pos:R:3 method="wB97M-V/def2-TZVPD" e_homo_ha=-0.5224 total_charge=+1 orbital_gap_ha=0.3623 lumo_ev=-4.36
N -0.176 1.223 -2.207
C -0.634 1.496 -1.196
C -0.913 1.837 0.203
C -0.874 0.930 1.201
C -0.414 -0.516 1.038
C 0.511 -0.692 -0.068
N -0.004 -1.635 -0.962
N 1.791 -0.282 -0.262
H -1.098 2.894 0.381
H -1.293 1.344 2.106
H -1.355 -1.111 1.059
H 0.041 -0.792 1.970
H -0.936 -2.050 -1.003
H 0.605 -1.950 -1.760
H 2.426 0.073 0.492
H 2.322 -0.769 -0.992

=====

So which one is most stable? That would be three, about 12.1 kcal/mol below the next structure.

=====

## one
19
Properties=species:S:1:pos:R:3 method="wB97M-V/def2-TZVPD" e_homo_ha=-0.3283 total_charge=0 smiles=CCCSS.O.O orbital_gap_ha=0.3372 lumo_ev=0.24
C 1.531 0.708 -1.123
C 1.053 0.251 0.260
C -0.332 -0.538 0.064
S -0.797 -1.381 1.559
S -1.246 0.164 2.932
H 0.616 1.211 -1.454
H 2.274 1.500 -1.050
H 1.803 -0.090 -1.804
H 0.935 1.052 0.979
H 1.653 -0.539 0.717
H -0.113 -1.338 -0.668
H -1.106 0.128 -0.323
H -2.480 0.492 2.392
O -0.598 4.127 2.514
H -1.311 3.481 2.427
H -1.083 4.854 2.922
O -0.227 -4.483 -3.745
H 0.382 -5.178 -3.477
H -0.954 -4.420 -3.120

=====

## two
19
Properties=species:S:1:pos:R:3 method="wB97M-V/def2-TZVPD" e_homo_ha=-0.3173 total_charge=0 smiles=CCCSS.O.O orbital_gap_ha=0.3427 lumo_ev=0.69
C 0.508 -1.442 -1.842
C 0.440 -0.102 -1.106
C -0.842 0.084 -0.322
S -1.037 1.761 0.367
S 0.407 1.782 1.855
H 0.505 -2.316 -1.177
H 1.399 -1.508 -2.481
H -0.338 -1.568 -2.539
H 1.270 -0.074 -0.407
H 0.610 0.705 -1.813
H -1.754 -0.072 -0.884
H -0.855 -0.613 0.527
H -0.336 1.119 2.753
O -4.852 0.940 1.584
H -5.059 1.850 1.818
H -5.670 0.452 1.734
O 4.807 -0.351 0.633
H 5.428 -1.074 0.791
H 5.368 0.428 0.508

=====

So which one is most stable? That would be two, about 8.5 kcal/mol below the next structure.